No. 1
64
Properties=species:S:1:pos:R:3:lowdin_charge:R:1 method="wB97M-V/def2-TZVPD" homo_ha="-0.483 / -0.483" gap_ev="7.02 / 7.90" spin_multiplicity=3 charge=+2
V -5.28 -14.34 6.41 1.039
C -8.39 -13.73 5.65 0.021
O -7.36 -14.42 6.45 -0.304
C -7.87 -15.49 7.19 -0.194
C -6.99 -15.76 8.32 -0.163
O -5.67 -16.06 7.81 -0.242
C -4.77 -16.25 8.94 -0.018
H -9.11 -14.46 5.41 0.090
H -7.88 -13.24 4.78 0.115
H -8.87 -12.94 6.24 0.105
H -8.08 -16.38 6.58 0.152
H -8.85 -15.23 7.63 0.166
H -7.48 -16.56 8.93 0.175
H -6.93 -14.85 8.89 0.125
H -5.36 -16.52 9.81 0.111
H -4.20 -15.38 9.11 0.066
H -4.04 -17.06 8.68 0.120
C 0.06 -13.66 5.32 -0.016
N -1.06 -14.35 5.97 -0.107
C -0.74 -15.40 6.94 -0.008
C -2.35 -14.02 5.76 -0.360
N -3.34 -14.42 6.49 0.063
N -2.56 -13.10 4.76 0.198
C -3.76 -12.50 4.50 -0.449
N -3.73 -11.61 3.51 0.196
N -4.84 -12.77 5.15 0.088
H 0.97 -13.90 5.88 0.096
H 0.07 -12.56 5.39 0.111
H 0.22 -14.03 4.27 0.125
H 0.34 -15.45 7.09 0.108
H -1.03 -16.37 6.63 0.088
H -1.15 -15.24 7.94 0.097
H -3.00 -14.87 7.34 0.078
H -1.76 -12.73 4.31 0.124
H -2.90 -11.68 2.90 0.140
H -4.52 -11.06 3.17 0.145
H -5.62 -12.13 4.86 0.124
C -4.71 -17.58 3.54 -0.120
C -6.17 -17.19 3.44 -0.156
C -6.07 -15.75 3.81 -0.167
O -5.11 -15.72 4.88 -0.277
C -4.28 -16.90 4.87 -0.135
H -4.20 -16.99 2.72 0.143
H -4.51 -18.65 3.47 0.135
H -6.82 -17.72 4.15 0.135
H -6.65 -17.37 2.48 0.137
H -7.04 -15.45 4.12 0.102
H -5.71 -15.11 2.99 0.146
H -4.49 -17.50 5.80 0.143
H -3.22 -16.63 4.90 0.110
Cl -8.37 -11.28 13.36 0.741
C -7.73 -11.53 11.81 -0.658
C -6.33 -11.71 11.68 -0.059
C -5.85 -12.04 10.42 -0.019
C -6.70 -12.04 9.33 -0.156
C -8.10 -11.82 9.51 0.000
C -8.65 -11.66 10.77 -0.080
C -6.21 -12.30 7.96 -0.522
O -6.63 -11.71 7.00 0.086
O -5.29 -13.30 7.97 -0.169
H -5.76 -11.70 12.58 0.102
H -4.81 -12.26 10.31 0.117
H -8.71 -11.85 8.60 0.120
H -9.68 -11.55 10.86 0.097

No. 2
65
Properties=species:S:1:pos:R:3:lowdin_charge:R:1 method="wB97M-V/def2-TZVPD" homo_ha="-0.594 / -0.593" gap_ev="7.37 / 5.73" spin_multiplicity=2 charge=+3
Ir -0.03 0.73 0.54 0.493
I 1.56 0.94 2.66 1.150
C 0.39 -0.62 3.50 -0.955
I -1.50 -0.49 2.55 1.081
H 0.27 -0.45 4.57 0.001
H 0.85 -1.57 3.27 0.003
N -1.17 0.04 -1.07 -0.058
C -0.74 -1.34 -1.49 -0.239
C -0.77 -1.56 -3.00 -0.131
C -2.18 -1.81 -3.57 -0.156
C -2.21 -2.62 -4.87 -0.157
N -2.00 -1.78 -6.06 0.091
C -1.88 -2.27 -7.30 -0.418
N -1.84 -1.44 -8.34 0.220
N -1.80 -3.58 -7.50 0.236
C 0.64 -1.65 -0.88 -0.604
O 1.45 -2.34 -1.45 0.106
O 0.84 -1.14 0.31 -0.306
H -2.16 0.06 -0.84 0.115
H -1.05 0.68 -1.86 0.065
H -1.43 -2.04 -1.01 0.164
H -0.14 -2.43 -3.18 0.126
H -0.27 -0.72 -3.50 0.133
H -2.72 -0.87 -3.72 0.121
H -2.76 -2.38 -2.85 0.126
H -3.16 -3.14 -4.95 0.138
H -1.41 -3.37 -4.84 0.128
H -2.19 -0.80 -5.98 0.155
H -1.95 -0.45 -8.22 0.136
H -1.78 -1.78 -9.28 0.142
H -1.84 -4.24 -6.74 0.123
H -1.69 -3.96 -8.43 0.147
C 4.33 2.77 0.02 0.018
N 4.19 1.31 -0.10 -0.106
C 5.20 0.42 0.14 0.002
C 4.72 -0.82 -0.12 0.007
N 3.43 -0.66 -0.52 0.113
C 3.09 0.64 -0.51 -0.664
S 1.60 1.36 -1.03 0.724
H 4.62 3.01 1.04 0.109
H 3.39 3.24 -0.23 0.059
H 5.10 3.11 -0.67 0.116
H 6.18 0.75 0.46 0.149
H 5.20 -1.78 -0.07 0.146
H 2.79 -1.40 -0.83 0.106
C 0.38 4.11 1.50 -0.216
Si -0.71 3.10 0.38 0.453
C -2.46 2.94 1.05 -0.176
C -0.82 3.89 -1.29 -0.300
C -0.56 3.33 -2.54 -0.150
C -0.69 4.05 -3.72 -0.068
C -1.10 5.37 -3.67 -0.046
C -1.39 5.96 -2.45 -0.043
C -1.25 5.23 -1.28 -0.089
H 0.05 5.15 1.39 0.052
H 1.42 4.06 1.19 0.025
H 0.31 3.84 2.56 0.019
H -2.69 3.99 1.28 0.066
H -2.60 2.36 1.96 -0.008
H -3.15 2.59 0.28 0.046
H -0.23 2.29 -2.63 0.024
H -0.46 3.59 -4.67 0.109
H -1.20 5.95 -4.59 0.120
H -1.71 6.99 -2.40 0.123
H -1.48 5.72 -0.34 0.106

No. 3
62
Properties=species:S:1:pos:R:3:lowdin_charge:R:1 method="wB97M-V/def2-TZVPD" homo_ha="-0.492 / -0.490" gap_ev="5.49 / 6.06" spin_multiplicity=2 charge=+2
Ru -0.61 -0.53 0.55 0.733
C -0.62 2.23 0.28 -0.196
C 0.69 2.19 0.84 -0.195
C 0.65 1.39 2.02 -0.198
C -0.71 1.02 2.25 -0.312
C -1.52 1.57 1.19 -0.289
C -3.00 1.78 1.21 -0.023
C -1.20 0.25 3.44 -0.024
C 1.79 1.11 2.93 -0.012
C 1.84 2.94 0.29 0.004
C -0.99 2.93 -0.97 0.009
H -3.21 2.83 1.45 0.110
H -3.48 1.17 1.97 0.068
H -3.46 1.59 0.24 0.068
H -0.73 0.61 4.35 0.098
H -0.95 -0.82 3.34 0.078
H -2.28 0.33 3.56 0.082
H 1.93 1.95 3.62 0.117
H 2.72 0.99 2.38 0.089
H 1.60 0.23 3.55 0.078
H 1.67 4.01 0.44 0.118
H 1.92 2.79 -0.78 0.092
H 2.77 2.68 0.78 0.088
H -2.04 2.80 -1.21 0.090
H -0.39 2.57 -1.81 0.095
H -0.79 4.00 -0.87 0.116
C 3.78 -3.94 1.27 0.016
C 3.33 -3.05 0.19 -0.307
N 3.87 -2.93 -0.98 0.148
N 3.13 -2.04 -1.66 0.059
C 2.10 -1.58 -0.94 -0.722
S 0.98 -0.42 -1.40 0.682
N 2.21 -2.23 0.27 -0.081
N 1.37 -2.03 1.36 0.096
H 4.80 -4.26 1.06 0.105
H 3.15 -4.83 1.31 0.102
H 3.76 -3.45 2.24 0.088
H 3.37 -1.80 -2.62 0.180
H 0.96 -2.93 1.65 0.125
H 1.90 -1.65 2.15 0.112
C -5.56 -1.77 -0.28 -0.154
N -5.04 -2.61 0.79 -0.147
C -4.91 -3.97 0.32 -0.154
N -4.03 -4.03 -0.83 -0.149
C -4.58 -3.23 -1.90 -0.152
N -4.72 -1.85 -1.46 -0.155
C -3.47 -1.19 -1.30 -0.305
P -2.42 -1.96 0.09 0.939
C -3.83 -2.09 1.35 -0.306
C -2.67 -3.75 -0.54 -0.297
H -5.61 -0.73 0.07 0.135
H -6.57 -2.10 -0.53 0.144
H -5.90 -4.34 0.03 0.144
H -4.52 -4.60 1.13 0.138
H -5.56 -3.62 -2.18 0.144
H -3.92 -3.26 -2.77 0.139
H -3.64 -0.14 -1.06 0.073
H -2.89 -1.25 -2.23 0.100
H -4.02 -1.08 1.74 0.078
H -3.50 -2.73 2.17 0.101
H -2.30 -4.43 0.23 0.096
H -2.07 -3.88 -1.44 0.100

No. 4
75
Properties=species:S:1:pos:R:3:lowdin_charge:R:1 method="wB97M-V/def2-TZVPD" homo_ha="-0.412 / -0.425" gap_ev="8.04 / 7.07" spin_multiplicity=2 charge=+1
Cu -0.27 1.52 -1.23 0.216
C -1.04 1.95 2.84 -0.260
As 0.03 2.42 1.26 1.201
C 0.29 4.31 1.68 -0.248
C 1.79 1.65 1.68 -0.425
C 2.18 1.34 2.98 -0.093
C 3.43 0.79 3.20 -0.059
C 4.28 0.53 2.15 -0.062
C 3.89 0.83 0.85 -0.087
C 2.64 1.39 0.62 -0.408
As 2.02 1.93 -1.14 1.176
C 3.06 0.88 -2.42 -0.248
C 2.91 3.65 -1.29 -0.221
H -0.73 2.56 3.70 0.036
H -0.94 0.89 3.09 0.023
H -2.08 2.15 2.61 0.030
H 0.74 4.43 2.67 0.041
H -0.69 4.79 1.65 0.044
H 0.92 4.78 0.92 0.010
H 1.52 1.53 3.81 0.101
H 3.74 0.56 4.21 0.112
H 5.25 0.09 2.32 0.113
H 4.56 0.62 0.02 0.101
H 4.13 1.00 -2.27 0.036
H 2.80 1.24 -3.42 0.028
H 2.79 -0.17 -2.35 0.026
H 3.97 3.53 -1.06 0.049
H 2.46 4.36 -0.60 0.021
H 2.79 4.03 -2.31 0.045
N -0.31 1.79 -3.70 0.040
N -1.67 1.76 -4.05 0.024
C -2.61 1.74 -3.10 -0.368
N -3.87 1.98 -3.42 0.243
N -2.20 1.43 -1.87 0.083
N -2.99 1.24 -0.83 -0.410
O -2.39 1.02 0.21 -0.026
O -4.20 1.26 -0.93 0.093
H -0.03 2.78 -3.62 0.074
H 0.23 1.33 -4.43 0.109
H -1.93 2.22 -4.92 0.170
H -4.13 2.26 -4.35 0.138
H -4.58 1.89 -2.70 0.113
O -1.62 5.34 -1.37 0.080
N -1.01 4.51 -1.98 -0.570
O -1.13 4.34 -3.19 -0.018
O -0.21 3.74 -1.36 -0.244
C -0.88 -4.88 4.70 -0.117
C -1.09 -4.07 3.43 -0.292
S -1.49 -5.28 2.11 0.656
O -0.32 -6.07 1.87 -0.300
O -2.72 -5.92 2.44 -0.290
C -1.76 -4.25 0.60 -0.169
C -0.42 -4.03 -0.07 -0.152
N -0.36 -2.82 -0.87 0.069
C -0.19 -1.57 -0.41 -0.288
N -0.07 -0.69 -1.40 0.077
C -0.19 -1.39 -2.55 -0.029
C -0.38 -2.72 -2.25 -0.113
N -0.60 -3.76 -3.19 -0.344
O -0.52 -3.43 -4.36 0.110
O -0.86 -4.87 -2.78 0.110
C -0.17 -1.18 1.01 0.035
H -0.60 -4.23 5.53 0.085
H -0.10 -5.61 4.54 0.082
H -1.80 -5.40 4.95 0.082
H -0.17 -3.57 3.14 0.082
H -1.92 -3.38 3.52 0.103
H -2.24 -3.33 0.92 0.101
H -2.44 -4.82 -0.03 0.111
H -0.18 -4.89 -0.69 0.127
H 0.36 -3.96 0.70 0.126
H -0.15 -0.93 -3.51 0.111
H -0.34 -2.03 1.67 0.059
H -0.96 -0.44 1.15 0.059
H 0.78 -0.71 1.26 0.085

No. 5
64
Properties=species:S:1:pos:R:3:lowdin_charge:R:1 method="wB97M-V/def2-TZVPD" homo_ha=-0.072 gap_ev=3.94 charge=-1
C 1.76 -2.32 0.73 -0.127
O 3.13 -2.03 0.62 -0.193
C 3.50 -0.71 1.03 -0.233
C 3.83 0.19 -0.13 -0.186
C 2.63 0.87 -0.79 -0.219
C 2.25 2.21 -0.13 -0.377
N 1.81 2.13 1.24 -0.144
C 0.57 1.45 1.25 -0.424
C -0.31 1.87 2.41 -0.209
C -1.73 1.28 2.38 -0.241
C -1.83 -0.15 1.84 -0.239
S -3.11 -0.32 0.56 0.348
O -4.42 -0.33 1.12 -0.366
O -2.77 -1.46 -0.23 -0.360
Cl -2.91 1.28 -0.74 0.379
H 1.68 -3.39 0.92 0.073
H 1.28 -2.08 -0.22 0.074
H 1.27 -1.83 1.56 0.068
H 4.41 -0.82 1.62 0.108
H 2.78 -0.26 1.70 0.092
H 4.32 -0.40 -0.90 0.099
H 4.53 0.97 0.15 0.105
H 2.93 1.10 -1.82 0.077
H 1.79 0.18 -0.88 0.086
H 3.15 2.83 -0.16 0.084
H 1.48 2.70 -0.75 0.063
H 0.75 0.35 1.38 0.064
H -0.02 1.54 0.31 0.094
H 0.15 1.69 3.37 0.101
H -0.41 2.94 2.35 0.096
H -2.11 1.26 3.39 0.098
H -2.42 1.93 1.85 0.067
H -2.12 -0.84 2.61 0.077
H -0.94 -0.55 1.37 0.073
C -7.03 -1.76 2.71 -0.068
C -7.24 -2.87 3.64 -0.295
N -7.38 -3.72 4.38 0.120
H -6.93 -2.15 1.69 0.087
H -7.87 -1.07 2.75 0.083
H -6.11 -1.23 2.97 0.062
C 2.06 -4.55 -2.69 -0.065
C 1.71 -3.24 -3.23 -0.290
N 1.43 -2.22 -3.67 0.134
H 1.40 -5.31 -3.11 0.077
H 3.09 -4.79 -2.94 0.080
H 1.95 -4.54 -1.60 0.070
C -3.57 -2.87 4.86 -0.070
C -2.12 -2.78 4.82 -0.293
N -0.98 -2.71 4.79 0.139
H -3.97 -2.13 5.56 0.084
H -3.98 -2.68 3.87 0.067
H -3.88 -3.86 5.18 0.082
C -0.45 3.06 -3.43 -0.064
C 1.01 3.16 -3.46 -0.263
N 2.14 3.26 -3.51 0.162
H -0.85 3.76 -2.70 0.081
H -0.84 3.30 -4.42 0.077
H -0.74 2.05 -3.16 0.072
C 3.90 4.29 -5.99 -0.088
C 4.27 3.84 -7.33 -0.296
N 4.55 3.49 -8.38 0.108
H 3.74 3.43 -5.34 0.045
H 4.71 4.90 -5.58 0.080
H 2.99 4.88 -6.04 0.075

No. 6
63
Properties=species:S:1:pos:R:3:lowdin_charge:R:1 method="wB97M-V/def2-TZVPD" homo_ha="-0.246 / -0.286" gap_ev="5.73 / 7.66" spin_multiplicity=5 charge=0
P -0.90 0.96 1.58 0.866
P -1.31 -1.91 0.80 0.841
C -2.81 0.28 1.50 -0.298
C -2.67 -1.16 1.92 -0.396
H -3.11 0.40 0.44 0.084
H -3.43 0.87 2.18 0.078
H -2.30 -1.21 2.98 0.089
H -3.49 -1.87 1.75 0.093
C -2.00 -2.01 -0.84 -0.180
H -1.32 -2.50 -1.55 0.048
H -2.24 -0.99 -1.19 0.038
H -2.95 -2.58 -0.78 0.068
C -1.17 -3.44 1.74 -0.212
H -2.21 -3.68 1.95 0.041
H -0.57 -3.29 2.66 0.054
H -0.73 -4.21 1.09 0.065
C -1.65 2.56 1.70 -0.321
H -0.87 3.30 1.83 0.036
H -2.33 2.54 2.54 0.041
H -2.19 2.70 0.77 0.049
C -0.22 1.02 3.33 -0.252
H 0.05 0.12 3.91 0.028
H -0.90 1.62 3.94 0.060
H 0.72 1.59 3.18 0.080
Fe -0.57 -0.93 2.43 0.049
C -0.78 1.53 -2.11 -0.069
C -1.29 2.85 -2.26 -0.284
C -0.71 3.61 -3.50 -0.130
C -0.04 4.64 -2.61 -0.118
C -0.64 3.95 -1.32 -0.281
C 0.37 3.51 -0.42 -0.120
C 1.22 2.35 -0.69 -0.197
C 0.49 1.20 -1.44 -0.209
C 1.29 -1.49 2.94 -0.152
H -1.40 0.69 -2.43 0.090
H -2.39 2.90 -2.26 0.136
H -1.49 4.02 -4.16 0.104
H -0.02 3.01 -4.10 0.113
H 1.05 4.53 -2.63 0.109
H -0.35 5.69 -2.74 0.107
H -1.43 4.56 -0.85 0.138
H 0.56 4.12 0.48 0.104
H 1.60 1.95 0.27 0.102
H 2.13 2.61 -1.27 0.119
H 1.20 0.73 -2.15 0.109
H 0.30 0.38 -0.71 0.054
H 1.76 -2.27 2.32 0.006
H 1.14 -1.85 3.98 0.018
H 1.95 -0.60 2.93 0.029
C 2.42 -4.24 -0.56 -0.012
C 2.21 -2.71 -0.75 -0.530
O 1.30 -2.11 -0.03 -0.202
C 3.68 -2.09 -0.47 -0.487
F 4.61 -2.48 -1.41 0.105
F 3.66 -0.74 -0.43 0.122
F 4.15 -2.53 0.74 0.107
C 1.92 -2.55 -2.32 -0.495
F 2.67 -3.37 -3.12 0.107
F 0.62 -2.89 -2.54 0.094
F 2.09 -1.28 -2.76 0.117
H 2.54 -4.45 0.51 0.081
H 3.29 -4.62 -1.10 0.086
H 1.52 -4.76 -0.89 0.082

No. 7
69
Properties=species:S:1:pos:R:3:lowdin_charge:R:1 method="wB97M-V/def2-TZVPD" homo_ha=-0.347 gap_ev=9.12 charge=0
Ga 9.73 10.35 7.73 0.357
C 14.06 8.50 6.03 -0.177
Si 12.79 9.83 6.54 0.490
C 12.13 10.64 4.91 -0.169
C 13.79 11.14 7.51 -0.168
C 11.33 9.09 7.56 -0.474
Si 11.98 8.68 9.30 0.477
C 12.11 10.37 10.28 -0.165
C 13.74 7.91 9.24 -0.176
C 10.99 7.47 10.34 -0.165
Si 10.59 7.66 6.64 0.494
C 10.81 7.70 4.75 -0.147
C 10.80 5.91 7.29 -0.161
C 8.73 7.97 6.90 -0.247
C 7.83 6.93 7.04 -0.045
C 6.45 7.14 6.94 -0.010
C 6.03 8.45 6.62 -0.022
C 6.95 9.49 6.63 -0.085
N 8.27 9.27 6.82 0.038
H 14.55 8.80 5.10 0.036
H 13.62 7.53 5.87 0.010
H 14.83 8.41 6.81 0.024
H 12.72 11.54 4.78 0.022
H 11.07 10.90 4.85 0.025
H 12.37 9.94 4.11 0.018
H 14.70 11.40 6.95 0.041
H 14.08 10.78 8.50 0.006
H 13.19 12.06 7.68 0.026
H 13.06 10.46 10.81 0.029
H 11.34 10.42 11.06 0.021
H 12.02 11.26 9.68 0.006
H 14.50 8.65 9.03 0.014
H 13.84 7.12 8.50 0.024
H 13.99 7.51 10.20 0.022
H 9.92 7.70 10.48 0.020
H 11.46 7.45 11.33 0.036
H 11.06 6.44 10.01 0.018
H 11.82 7.63 4.46 0.008
H 10.39 8.58 4.26 0.038
H 10.27 6.81 4.45 0.033
H 11.83 5.72 7.55 0.030
H 10.54 5.20 6.53 0.031
H 10.21 5.73 8.19 0.028
H 8.24 5.95 7.22 0.096
H 5.75 6.33 7.14 0.118
H 4.98 8.71 6.47 0.116
H 6.64 10.51 6.50 0.116
C 7.87 10.62 11.75 -0.137
S 7.65 9.84 10.18 0.539
O 6.52 10.52 9.56 -0.316
O 7.61 8.40 10.36 -0.311
O 9.02 10.31 9.50 -0.341
H 7.05 10.37 12.41 0.072
H 7.94 11.72 11.64 0.079
H 8.82 10.27 12.16 0.068
C 10.58 14.09 8.38 0.011
C 9.93 13.27 7.30 -0.386
O 10.36 11.96 7.24 -0.092
C 8.37 13.32 7.51 -0.424
F 8.15 13.26 8.89 0.099
F 7.67 14.37 7.05 0.169
F 7.84 12.14 7.01 0.080
C 10.37 13.94 5.89 -0.450
F 10.21 15.30 5.83 0.127
F 11.70 13.66 5.74 0.124
F 9.68 13.37 4.84 0.128
H 10.46 13.68 9.38 0.102
H 10.26 15.14 8.38 0.105
H 11.66 14.13 8.22 0.098